# 1
Entry from OMol25: 10 unconnected molecules or ions with the total composition C27H42N8O14S2 in a non-equilibrium geometry (ωB97M-V/def2-TZVPD).

Last column: Löwdin charge in e.
Cartesian coordinates (Å):
1 C -1.28558 6.75153 0.44754  0.0502
2 N -1.94514 5.43628 0.62935  -0.4348
3 O -2.18362 5.07385 1.78351  0.0504
4 O -2.35183 4.84200 -0.36381  0.0444
5 H -2.01628 7.47291 0.08180  0.1095
6 H -0.42510 6.44143 -0.14535  0.0917
7 H -0.91581 7.12055 1.40420  0.0983
8 C -5.54722 3.02996 2.08407  0.0323
9 N -6.17813 1.69549 2.07323  -0.3797
10 O -6.14265 1.04771 0.94540  -0.0022
11 O -6.84241 1.33649 3.05731  0.0650
12 H -5.95806 3.69738 1.32654  0.1083
13 H -4.47787 2.87503 1.94059  0.0835
14 H -5.73539 3.41985 3.08441  0.0997
15 C 0.16468 0.07651 3.40773  0.0448
16 N 0.38890 1.04836 4.54100  -0.4179
17 O 1.29428 1.85271 4.47332  0.0641
18 O -0.55455 1.08205 5.32530  0.0387
19 H -0.78635 0.39628 2.98183  0.0837
20 H 0.02953 -0.92936 3.80531  0.1025
21 H 0.93954 0.17547 2.64754  0.0613
22 O 3.13624 0.71349 1.78465  -0.2604
23 S 4.18070 1.09556 2.70621  0.7448
24 O 4.02311 0.80608 4.15267  -0.2480
25 O 5.58803 0.47681 2.02918  -0.2044
26 C 6.35649 1.52103 1.39347  -0.1613
27 C 5.98200 2.75604 2.10122  -0.2267
28 O 4.64746 2.65649 2.44767  -0.2017
29 H 7.41947 1.30497 1.50070  0.1404
30 H 6.01051 1.48131 0.36061  0.1213
31 H 6.08911 3.64796 1.48390  0.1433
32 H 6.43893 2.98893 3.06303  0.1395
33 O -2.45178 1.89589 -4.94133  -0.2414
34 S -1.55132 0.80703 -5.21006  0.7202
35 O -1.46324 0.17447 -6.51907  -0.2424
36 O -0.09314 1.03724 -4.48267  -0.2258
37 C -0.14867 0.73399 -3.06512  -0.1553
38 C -1.34494 -0.23128 -2.83045  -0.1601
39 O -1.91552 -0.43747 -4.12813  -0.2240
40 H 0.82817 0.32455 -2.80774  0.1183
41 H -0.30024 1.65607 -2.50397  0.1053
42 H -2.16660 0.17454 -2.24031  0.1183
43 H -0.90463 -1.16957 -2.49305  0.1115
44 C 2.62685 2.97010 -0.58686  -0.1348
45 C 3.36053 2.11649 -1.37494  -0.1304
46 C 3.01106 2.31586 -2.71990  -0.1210
47 N 2.16010 3.40345 -2.77776  0.0206
48 C 1.86375 3.79335 -1.42778  -0.0884
49 H 2.69866 3.14841 0.47590  0.0907
50 H 4.10656 1.40851 -1.04543  0.0738
51 H 3.23712 1.75837 -3.61684  0.1120
52 H 1.97067 3.91219 -3.62946  0.1442
53 H 1.33061 4.70467 -1.20046  0.0833
54 C -0.51004 -4.04176 -0.95105  -0.1644
55 C -0.04196 -4.84784 -1.97481  -0.1223
56 C 0.74609 -5.80610 -1.36932  -0.1129
57 N 0.84183 -5.45061 -0.02814  -0.0045
58 C 0.05946 -4.36446 0.30692  -0.1042
59 H -1.16821 -3.20867 -1.14900  0.0754
60 H -0.53955 -4.73688 -2.92690  0.1037
61 H 1.20747 -6.70526 -1.75018  0.1054
62 H 1.20187 -6.02141 0.72328  0.1432
63 H -0.24208 -4.08850 1.30659  0.1027
64 C 2.78744 -2.75016 -1.82746  -0.1026
65 C 3.60465 -1.72659 -1.54744  -0.1468
66 C 4.81370 -1.87589 -2.21989  -0.1348
67 N 4.78652 -3.08230 -2.88395  0.0047
68 C 3.53117 -3.61083 -2.67222  -0.1118
69 H 1.84494 -2.93552 -1.33376  0.0696
70 H 3.36366 -0.78889 -1.06889  0.0769
71 H 5.64582 -1.19801 -2.34009  0.0965
72 H 5.46513 -3.47102 -3.52305  0.1457
73 H 3.45087 -4.54534 -3.20761  0.1000
74 C -4.51146 -5.02188 0.70864  -0.0886
75 C -5.70620 -5.62736 1.24304  -0.1114
76 C -5.90175 -5.05912 2.45088  -0.1634
77 N -5.01372 -4.02437 2.63199  0.0082
78 C -4.10772 -4.09500 1.64701  -0.1729
79 H -3.95350 -5.27906 -0.17958  0.0844
80 H -6.45088 -6.26027 0.78341  0.0919
81 H -6.65980 -5.30541 3.17964  0.1061
82 H -5.04696 -3.43448 3.45115  0.1514
83 H -3.28449 -3.39763 1.69581  0.0948
84 C -0.81090 -0.57455 0.36145  -0.1285
85 C -0.28723 0.72896 0.25988  -0.1345
86 C -1.34792 1.64069 0.31535  -0.1061
87 N -2.52433 0.92196 0.51513  0.0369
88 C -2.19265 -0.44285 0.39271  -0.1205
89 H -0.09137 -1.37791 0.30415  0.0912
90 H 0.73716 1.03248 0.10212  0.0845
91 H -1.36729 2.72050 0.32044  0.0795
92 H -3.45546 1.29620 0.40102  0.1194
93 H -3.06929 -1.07287 0.42403  0.1028

The HOMO energy is -7.89 eV. The charge is 0. The calculation puts the calculated total energy at -90921.7102 eV. As for the LUMO energy: -0.01799 Ha.

---

# 2
Entry from OMol25: 5 unconnected molecules or ions with the total composition C27H42N8O6 in a non-equilibrium geometry (ωB97M-V/def2-TZVPD).

Last column: Löwdin charge in e.
Cartesian coordinates (Å):
1 C -3.83919 -0.26895 0.29952  0.1481
2 C -3.12146 -1.22114 0.14397  -0.0595
3 C -2.15956 -2.27509 0.41832  -0.1249
4 C -2.58015 -3.55941 0.63067  -0.2064
5 N -3.95066 -3.97074 0.55599  0.1771
6 C -4.67853 -3.52084 1.43729  -0.2901
7 O -5.40159 -2.97044 2.15548  0.1985
8 C -1.60751 -4.57029 0.93240  0.0389
9 C -0.28063 -4.26789 1.00338  -0.2502
10 N 0.65989 -5.29810 1.31768  0.0711
11 C 0.19279 -2.91865 0.76756  -0.1635
12 N 1.53292 -2.69195 0.86078  0.1358
13 C 1.81651 -1.43485 0.58928  -0.0620
14 C 0.87518 -0.41753 0.25033  -0.2358
15 C 1.33757 0.99306 -0.06718  -0.1378
16 C 0.99132 1.31096 -1.54653  -0.1878
17 C 2.13783 0.97964 -2.51813  -0.1813
18 C 1.62135 1.12953 -3.95893  -0.2683
19 O 0.95512 -0.08909 -4.28525  -0.0918
20 N -0.41678 -0.64951 0.20346  0.2114
21 C -0.76176 -1.93443 0.46244  -0.1443
22 H -4.51064 0.54365 0.43907  0.0190
23 H -1.92709 -5.58763 1.12399  0.1188
24 H 0.93437 -5.22315 2.29141  0.0752
25 H 1.50865 -5.15337 0.78267  0.0722
26 H 2.86699 -1.14750 0.63055  0.1220
27 H 2.39129 1.15069 0.15375  0.1044
28 H 0.68469 1.63891 0.52326  0.0904
29 H 0.72715 2.36751 -1.66310  0.1139
30 H 0.10033 0.74297 -1.83161  0.1083
31 H 2.52063 -0.03534 -2.37405  0.1140
32 H 2.93327 1.71215 -2.33349  0.1137
33 H 2.42554 1.34077 -4.67524  0.1099
34 H 0.91988 1.97443 -3.97219  0.1177
35 H 0.29230 0.14851 -4.94906  0.0464
36 C -4.57791 3.45874 -0.22926  -0.3400
37 O -3.76484 2.63076 0.13514  -0.0034
38 N -4.83799 4.61499 0.41183  -0.2004
39 C -5.82085 5.56325 -0.07442  -0.0588
40 C -4.10511 4.91521 1.62981  -0.0413
41 H -5.18325 3.32311 -1.14159  0.1375
42 H -5.33921 6.52159 -0.27892  0.0892
43 H -6.59805 5.70800 0.67882  0.0889
44 H -6.28017 5.19658 -0.98986  0.0827
45 H -3.03551 4.94429 1.41775  0.0901
46 H -4.28649 4.13536 2.37055  0.0925
47 H -4.42425 5.87582 2.02641  0.0848
48 C 4.40451 -2.94445 5.20174  -0.3614
49 O 5.07239 -2.30165 4.41736  0.0146
50 N 3.05757 -3.01229 5.19283  -0.2005
51 C 2.31876 -3.79811 6.16001  -0.0616
52 C 2.32879 -2.26999 4.17641  -0.0444
53 H 4.86219 -3.54147 6.00962  0.1306
54 H 1.72658 -4.55768 5.64460  0.0852
55 H 1.64854 -3.14965 6.72854  0.0883
56 H 3.00168 -4.29098 6.84903  0.0814
57 H 2.63595 -2.60673 3.18713  0.0703
58 H 2.56057 -1.20721 4.26675  0.0919
59 H 1.25806 -2.42146 4.29596  0.0872
60 C 0.81549 -0.38691 -7.75247  -0.3348
61 O 0.14098 0.25847 -6.97071  0.0014
62 N 0.80928 -1.72679 -7.84072  -0.1909
63 C 1.63556 -2.44097 -8.79324  -0.0571
64 C -0.05631 -2.48051 -6.94637  -0.0288
65 H 1.50449 0.09391 -8.46596  0.1362
66 H 1.00310 -3.02837 -9.46198  0.0891
67 H 2.31336 -3.11179 -8.26192  0.0907
68 H 2.22246 -1.74182 -9.38530  0.0822
69 H -1.09404 -2.18355 -7.10273  0.0956
70 H 0.21110 -2.26666 -5.91074  0.0877
71 H 0.05084 -3.54503 -7.13827  0.0866
72 C 2.53830 4.00694 2.41131  -0.3432
73 O 2.47667 3.50360 1.30713  0.0150
74 N 1.66060 3.78224 3.41002  -0.1961
75 C 1.79080 4.41577 4.70682  -0.0606
76 C 0.54971 2.87387 3.17377  -0.0350
77 H 3.34232 4.70877 2.69158  0.1324
78 H 1.89597 3.65314 5.48132  0.0890
79 H 0.90236 5.01578 4.91543  0.0880
80 H 2.66590 5.06193 4.72672  0.0818
81 H 0.93070 1.88672 2.90854  0.0854
82 H -0.05795 3.23998 2.34479  0.0923
83 H -0.06361 2.79836 4.06828  0.0863

The HOMO energy is -8.10 eV. The charge is 0. The calculation puts the calculated total energy at -52884.1092 eV. As for the LUMO energy: 0.00087 Ha.

---

# 3
Entry from OMol25: 7 unconnected molecules or ions with the total composition C27H43BBrN4O14 (ωB97M-V/def2-TZVPD).

Last column: Löwdin charge in e.
Cartesian coordinates (Å):
1 N 0.36287 2.33098 3.04106  0.1666
2 C -0.80642 2.87948 3.44987  -0.4512
3 N -1.15762 4.16596 3.48754  0.1885
4 C -2.38342 4.19515 3.98034  -0.0710
5 N -2.84635 2.97920 4.23571  -0.0725
6 C -4.14624 2.59519 4.77860  0.0073
7 B -5.03428 1.73041 3.74530  -0.6676
8 O -5.56499 2.36210 2.66039  0.1869
9 O -5.24612 0.40112 3.93245  0.1709
10 N -1.84136 2.14377 3.91657  -0.3595
11 Br -1.77075 0.30530 4.04962  1.1198
12 H 0.45746 1.78225 2.19751  0.0906
13 H 1.17438 2.39740 3.63282  0.1141
14 H -2.94807 5.10207 4.14897  0.1589
15 H -4.63475 3.54126 5.02738  0.1363
16 H -3.99204 2.06026 5.72132  0.1223
17 H -5.52250 1.82114 1.85920  0.1271
18 H -4.80403 0.03412 4.70871  0.0914
19 O -0.09978 -1.39552 3.12696  -0.0926
20 C 0.86874 -2.10962 3.17881  -0.4905
21 O 1.86479 -1.88288 4.03869  0.0420
22 C 2.96311 -2.78767 3.78438  -0.1289
23 C 2.33130 -3.97038 3.05658  -0.1380
24 C 1.19212 -3.29072 2.29345  -0.0597
25 H 3.69769 -2.26077 3.17450  0.1309
26 H 3.41673 -3.05391 4.73462  0.1274
27 H 3.03611 -4.50641 2.42588  0.1174
28 H 1.92187 -4.67634 3.77950  0.1203
29 H 1.51743 -2.90556 1.32526  0.1276
30 H 0.31788 -3.92202 2.16223  0.1296
31 O 2.13776 0.24458 1.04739  0.0897
32 C 1.57972 -0.00913 0.00920  -0.4917
33 O 0.23776 -0.10988 -0.05432  0.0082
34 C -0.16099 -0.51652 -1.38857  -0.1244
35 C 0.99808 -0.12503 -2.28819  -0.1499
36 C 2.19219 -0.28859 -1.34558  -0.0607
37 H -0.33404 -1.59445 -1.37837  0.1303
38 H -1.09312 -0.01571 -1.63795  0.1234
39 H 1.05855 -0.71908 -3.18922  0.0763
40 H 0.90084 0.91989 -2.58009  0.1138
41 H 2.58462 -1.30373 -1.34756  0.1083
42 H 2.99559 0.41355 -1.55019  0.1351
43 O -0.16557 -0.85636 -5.11307  0.1004
44 C -0.04068 0.19416 -5.68001  -0.4675
45 O 0.37575 1.31956 -5.05299  0.0123
46 C 0.31578 2.44063 -5.96179  -0.1395
47 C 0.36157 1.83062 -7.35665  -0.1409
48 C -0.34697 0.49641 -7.13323  -0.0647
49 H -0.61380 2.98096 -5.77472  0.1283
50 H 1.15564 3.09748 -5.75160  0.1256
51 H -0.09980 2.46171 -8.11207  0.1199
52 H 1.39705 1.65467 -7.64979  0.1198
53 H -1.43073 0.57823 -7.24517  0.1221
54 H 0.02262 -0.30257 -7.76966  0.1329
55 O -5.67607 0.45238 -7.34152  0.1298
56 C -5.04497 -0.33727 -6.70770  -0.4861
57 O -3.73649 -0.59383 -6.96426  0.0078
58 C -3.25347 -1.65306 -6.11581  -0.1471
59 C -4.19967 -1.66571 -4.92095  -0.1487
60 C -5.51416 -1.21069 -5.55594  -0.0729
61 H -3.28698 -2.59027 -6.67546  0.1320
62 H -2.22502 -1.44065 -5.84282  0.0902
63 H -4.24843 -2.63426 -4.42836  0.1148
64 H -3.87398 -0.92827 -4.18506  0.1140
65 H -6.08611 -2.04293 -5.96839  0.1316
66 H -6.14407 -0.63648 -4.88282  0.1228
67 O 2.34424 4.89113 9.23217  0.1489
68 C 1.54979 4.31896 8.55777  -0.4740
69 O 1.34410 4.63580 7.24530  0.0296
70 C 0.26987 3.86654 6.70934  -0.1771
71 C 0.16266 2.63403 7.60632  -0.1530
72 C 0.60667 3.19516 8.95659  -0.0673
73 H -0.63959 4.47521 6.73083  0.1243
74 H 0.50391 3.61832 5.67676  0.0952
75 H -0.83216 2.18967 7.60955  0.1071
76 H 0.86989 1.87275 7.27413  0.1191
77 H -0.22163 3.62794 9.51910  0.1328
78 H 1.12541 2.46970 9.57559  0.1278
79 O 2.74517 -2.45257 -3.33525  0.1108
80 C 3.81373 -2.98704 -3.24160  -0.4785
81 O 4.96751 -2.31493 -3.43257  0.0324
82 C 6.09179 -3.21356 -3.36739  -0.1445
83 C 5.59457 -4.41181 -2.56586  -0.1486
84 C 4.11277 -4.44461 -2.94253  -0.0683
85 H 6.37296 -3.48272 -4.38677  0.1289
86 H 6.92301 -2.69364 -2.89938  0.1260
87 H 6.13529 -5.32809 -2.78977  0.1172
88 H 5.69918 -4.21089 -1.49880  0.1159
89 H 3.92835 -5.02285 -3.84900  0.1338
90 H 3.47040 -4.80827 -2.14547  0.1221

The HOMO energy is -11.58 eV. The charge is +1. The calculation puts the calculated total energy at -134037.6868 eV. As for the LUMO energy: -0.11841 Ha.